Entry 1:
The following is a quantum chemistry calculation of a structure of composition C2H24InLi2O14P at a distorted geometry, from OMol25.

Results
molecular weight	431.87	g mol⁻¹
max |F|	1.9	eV/Å
HOMO level	-16.318	eV
LUMO energy	-13.530	eV

The geometry in ORCA input format:
```
! wB97M-V def2-TZVPD RIJCOSX def2/J DEFGRID3
* xyz 2 1
Li 0.32 -1.09 -2.62
Li 1.93 1.04 1.45
In 1.77 3.13 -2.40
P 1.05 0.06 -0.60
O 2.22 1.08 -0.46
O 0.27 0.17 0.76
O 1.36 -1.36 -1.08
O 0.17 0.69 -1.72
O -0.26 3.43 -0.21
H 0.06 3.49 0.70
H -0.67 2.56 -0.26
O -1.23 -2.33 -2.03
H -1.27 -2.31 -1.05
H -2.09 -2.65 -2.31
O 3.14 4.08 -0.01
H 4.04 3.79 0.20
H 2.64 3.92 0.79
O 1.01 -3.33 0.72
H 1.80 -3.33 1.28
H 1.13 -2.58 0.09
O -1.35 -1.94 0.94
H -0.70 -2.68 0.92
H -0.82 -1.11 0.80
O 2.90 -3.37 -2.18
H 2.30 -2.70 -1.81
H 2.48 -3.68 -3.00
O -1.30 1.38 2.50
H -0.73 1.77 3.17
H -0.72 1.05 1.78
O -1.07 3.48 -3.08
H -1.70 2.95 -2.55
H -1.63 3.97 -3.70
C 0.37 -1.87 3.99
O 1.15 -0.99 3.19
H -0.63 -1.45 4.14
H 0.21 -2.78 3.39
H 0.86 -2.08 4.93
H 0.55 -0.63 2.51
C -3.23 0.18 -1.11
O -2.38 1.29 -1.33
H -4.20 0.60 -0.82
H -3.29 -0.35 -2.06
H -2.96 -0.48 -0.27
H -1.48 0.97 -1.61
*
```

Mulliken population analysis, charges in e, atoms 1 to 4:
1. Li 0.729
2. Li 0.805
3. In 1.082
4. P 1.290

Entry 2:
The following is a quantum chemistry calculation of a structure of composition C10H4MgN2O4 at a distorted geometry, from OMol25.

Results
molecular weight	240.46	g mol⁻¹
max |F|	6.0	eV/Å
HOMO level	-17.198	eV
LUMO energy	-8.806	eV

The geometry in ORCA input format:
```
! wB97M-V def2-TZVPD RIJCOSX def2/J DEFGRID3
* xyz 2 1
Mg 0.03 0.64 -2.05
O 0.03 3.64 -3.94
C 0.02 2.63 -3.36
C 1.87 -1.00 -1.83
O 2.77 -1.61 -1.48
C -1.88 -0.95 -1.77
O -2.80 -1.49 -1.33
C 0.00 -0.90 -3.84
O 0.00 -1.56 -4.78
N 0.01 0.00 5.48
C -0.02 -0.01 4.31
C -0.03 -0.02 2.87
C 1.19 -0.16 2.17
C 1.15 -0.04 0.77
N 0.03 0.15 0.05
C -1.14 0.22 0.75
C -1.23 0.15 2.15
H 2.16 -0.28 2.68
H 2.12 -0.06 0.28
H -2.08 0.38 0.21
H -2.20 0.27 2.67
*
```

Mulliken population analysis, charges in e, atoms 1 to 4:
1. Mg 1.101
2. O -0.098
3. C 0.350
4. C 0.159

Entry 3:
The following is a quantum chemistry calculation of a structure of composition C4H34BO25 at a distorted geometry, from OMol25.

Results
molecular weight	493.10	g mol⁻¹
max |F|	8.5	eV/Å
HOMO level	-7.830	eV
LUMO energy	1.700	eV

The geometry in ORCA input format:
```
! wB97M-V def2-TZVPD RIJCOSX def2/J DEFGRID3
* xyz -1 1
O 3.88 -21.82 -31.24
C 4.42 -22.82 -30.72
O 5.61 -22.86 -30.35
B 5.76 -23.74 -29.18
O 4.40 -24.30 -29.05
C 3.76 -23.83 -30.01
O 2.60 -24.09 -30.18
O 6.18 -22.97 -28.07
C 7.24 -23.50 -27.69
O 7.89 -23.08 -26.71
C 7.60 -24.63 -28.49
O 6.84 -24.72 -29.46
O 8.54 -25.36 -28.30
O 2.39 -20.03 -30.16
H 3.08 -20.62 -30.60
H 2.42 -19.95 -29.22
O 3.99 -21.36 -27.85
H 4.44 -21.51 -27.00
H 3.67 -20.48 -27.87
O -0.28 -24.93 -29.16
H -1.08 -24.85 -29.70
H 0.44 -24.71 -29.80
O 5.34 -26.08 -26.96
H 4.40 -26.01 -26.72
H 5.59 -26.96 -26.70
O 3.28 -24.09 -26.58
H 2.39 -24.31 -26.81
H 3.79 -24.07 -27.36
O 4.63 -22.01 -25.33
H 5.52 -22.23 -25.10
H 4.20 -22.76 -25.76
O 10.56 -23.95 -27.45
H 11.04 -23.67 -28.24
H 9.91 -24.60 -27.74
O 8.31 -27.25 -26.30
H 8.28 -26.81 -27.18
H 9.28 -27.19 -26.14
O 7.52 -21.03 -30.99
H 7.12 -20.81 -31.82
H 7.32 -21.95 -30.80
O 3.01 -19.60 -32.88
H 2.98 -20.52 -32.93
H 2.62 -19.45 -32.04
O 8.66 -24.99 -24.76
H 8.29 -25.77 -25.19
H 8.81 -24.34 -25.43
O 7.14 -20.37 -26.80
H 6.57 -19.75 -26.35
H 7.18 -21.09 -26.14
O 10.54 -21.02 -26.17
H 10.24 -21.27 -25.29
H 10.13 -21.60 -26.80
O 9.00 -20.85 -28.70
H 8.53 -20.82 -29.52
H 8.35 -20.87 -27.98
O 7.33 -21.52 -24.34
H 7.32 -20.53 -24.33
H 8.18 -21.82 -24.02
O 1.60 -22.40 -28.24
H 1.63 -23.10 -28.89
H 2.43 -21.95 -28.21
O 0.56 -21.44 -31.79
H 0.15 -20.88 -32.42
H 1.11 -20.92 -31.29
*
```

Mulliken population analysis, charges in e, atoms 1 to 4:
1. O -0.741
2. C 0.135
3. O -0.570
4. B 2.286

Entry 4:
The following is a quantum chemistry calculation of a cluster of 2 separate species, C2H7N2O2 in total at a distorted geometry, from OMol25.

Results
molecular weight	91.09	g mol⁻¹
⟨S²⟩	0.76
max |F|	4.7	eV/Å
HOMO level (alpha / beta)	-9.350 / -8.969	eV
LUMO energy (alpha / beta)	0.796 / -4.170	eV

The geometry in ORCA input format:
```
! wB97M-V def2-TZVPD RIJCOSX def2/J DEFGRID3
* xyz 0 2
N 1.06 -0.66 0.10
C 0.82 0.69 0.34
N 1.23 1.32 1.66
H 1.89 -1.21 0.12
H 0.20 -1.31 -0.04
H -0.25 0.94 0.20
H 1.14 1.30 -0.61
H 1.68 0.47 2.09
H 0.34 1.37 2.24
O -1.59 -0.97 -0.39
C -2.05 -0.68 -1.52
O -2.12 0.41 -2.14
H -2.37 -1.67 -2.05
*
```

Mulliken population analysis, charges in e, atoms 1 to 4:
1. N -0.387
2. C -0.194
3. N -0.617
4. H 0.164

Entry 5:
The following is a quantum chemistry calculation of a structure of composition C27H23I2InN3O8S at a distorted geometry, from OMol25.

Results
molecular weight	918.19	g mol⁻¹
max |F|	1.5	eV/Å
HOMO level	-10.204	eV
LUMO energy	-3.501	eV

The geometry in ORCA input format:
```
! wB97M-V def2-TZVPD RIJCOSX def2/J DEFGRID3
* xyz 1 1
In -0.29 0.43 -0.28
I -7.07 2.56 2.08
C -5.37 2.09 0.93
C -4.73 3.08 0.20
C -3.60 2.76 -0.52
I -2.58 4.20 -1.66
C -3.04 1.48 -0.51
O -1.96 1.23 -1.20
C -3.71 0.50 0.25
C -3.06 -0.84 0.35
N -1.77 -0.67 1.02
C -1.87 0.06 2.28
C -1.69 1.54 2.13
C -2.47 2.47 2.81
C -2.20 3.82 2.66
C -1.12 4.20 1.87
C -0.39 3.23 1.22
N -0.69 1.94 1.34
C -4.86 0.80 0.95
H -5.12 4.09 0.19
H -3.69 -1.55 0.90
H -2.88 -1.23 -0.66
H -1.34 -1.57 1.21
H -2.84 -0.15 2.76
H -1.07 -0.30 2.93
H -3.28 2.13 3.44
H -2.82 4.56 3.15
H -0.86 5.25 1.76
H 0.45 3.45 0.57
H -5.35 0.03 1.52
O 0.58 -1.80 -3.98
C 0.32 -1.56 -2.72
O -0.26 -0.54 -2.37
C 0.80 -2.59 -1.77
C 1.60 -3.64 -2.21
C 2.14 -4.48 -1.25
C 1.91 -4.20 0.08
C 1.08 -3.13 0.42
N 0.49 -2.37 -0.50
C 0.83 -2.80 1.86
O 1.87 -2.89 2.68
O -0.27 -2.53 2.27
H 0.30 -1.05 -4.54
H 1.79 -3.78 -3.26
H 2.75 -5.32 -1.55
H 2.34 -4.82 0.85
H 2.71 -3.04 2.23
C 6.99 2.93 2.72
C 5.84 2.24 2.07
C 4.64 2.05 2.76
C 3.57 1.42 2.15
C 3.71 0.96 0.86
C 4.88 1.14 0.15
C 5.94 1.79 0.76
S 2.38 0.08 0.08
O 2.91 -1.06 -0.61
O 1.66 1.03 -0.84
O 1.40 -0.30 1.12
H 6.81 3.10 3.78
H 7.15 3.90 2.25
H 7.90 2.35 2.60
H 4.56 2.40 3.78
H 2.64 1.28 2.67
H 4.95 0.76 -0.86
H 6.86 1.94 0.22
*
```

Mulliken population analysis, charges in e, atoms 1 to 4:
1. In 2.094
2. I 0.103
3. C -0.540
4. C -0.250